# 1
One molecule with the formula C7H12BrNO3S2 in a non-equilibrium geometry, computed with the ωB97M-V functional and the def2-TZVPD basis.

Each line ends with the Mulliken charge.
Geometry (Å):
C  1.56  3.01  1.18  -0.729
O  2.16  1.74  1.24  -0.310
C  1.75  0.87  0.25  -0.241
C  2.64  -0.36  0.29  -0.573
Br  4.28  -0.27  -0.63  -0.167
C  2.35  -1.44  0.94  0.084
S  0.69  -1.40  1.55  -0.245
C  0.30  0.16  0.83  -0.415
S  -0.65  -0.06  -0.77  1.066
O  0.37  -0.71  -1.55  -0.572
O  -1.11  1.29  -1.00  -0.723
N  -2.00  -0.98  -0.60  0.155
C  -3.23  -0.46  -1.01  -0.926
C  -1.81  -2.36  -0.67  -0.855
H  2.05  3.69  0.29  0.229
H  1.93  3.53  2.11  0.264
H  0.54  2.96  0.99  0.386
H  1.39  1.19  -0.72  0.619
H  2.73  -2.38  1.17  0.545
H  -0.06  0.90  1.55  0.573
H  -3.63  -1.07  -1.76  0.378
H  -4.03  -0.34  -0.24  0.251
H  -2.99  0.54  -1.49  0.319
H  -2.73  -2.81  -0.03  0.323
H  -1.79  -2.66  -1.68  0.353
H  -0.72  -2.60  -0.27  0.212

Values from the calculation:
* frontier orbital gap: 0.32830 hartree
* LUMO energy: 0.022 hartree
* SMILES: CO[C@H]1C(Br)=CS[C@@H]1S(=O)(=O)N(C)C
* multiplicity: 1
* ΔE to the lowest compared entry with this formula, charge and spin: 0.0000 eV
* HOMO: -8.3 eV



# 2
C7H12ClIO3PTb as an isolated structure in a non-equilibrium geometry, computed with the ωB97M-V functional and the def2-TZVPD basis.

Each line ends with the Mulliken charge.
Geometry (Å):
C  -0.60  -1.61  0.58  -1.487
C  0.62  -1.07  -0.17  0.768
H  -0.88  -2.58  0.18  0.448
H  -1.53  -1.03  0.42  0.365
H  -0.40  -1.77  1.66  0.592
O  1.76  -1.47  0.04  -0.457
I  1.28  2.36  1.55  -0.035
Tb  -1.14  0.62  2.21  1.008
P  0.28  0.23  -1.45  1.069
C  1.78  1.11  -1.81  -1.011
C  -0.24  -0.66  -2.91  -1.291
H  -1.96  0.74  -0.48  0.499
H  -1.38  1.85  -1.73  0.434
H  -0.72  2.03  -0.11  0.304
C  -1.06  1.28  -0.86  -1.221
H  -1.24  -1.07  -2.78  0.414
H  -0.24  0.03  -3.75  0.447
H  1.72  1.55  -2.82  0.414
H  2.66  0.45  -1.78  0.407
H  0.44  -1.49  -3.15  0.425
H  1.95  1.91  -1.08  0.199
C  1.16  -0.27  2.79  -0.084
O  2.20  -0.68  3.06  -0.077
Cl  -3.59  0.35  2.32  -0.330
O  -0.25  -0.65  5.51  -0.048
C  -0.64  -0.15  4.55  0.249

Values from the calculation:
* charge: +2
* frontier orbital gap (spin up / spin down): 0.26917 / 0.27940 hartree
* <S²>: 12.7052
* LUMO energy (spin up / spin down): -0.333 / -0.324 hartree
* multiplicity: 7
* HOMO (spin up / spin down): -16.4 / -16.4 eV



> What is the formula in the first record?

C7H12BrNO3S2



> What is the formula in the second record?

C7H12ClIO3PTb